Density functional theory data (ωB97M-V/def2-TZVPD) for a single C4H6F2N2 molecule.

Structure (XYZ):
```
14
Properties=species:S:1:pos:R:3
C 1.908 -0.289 -1.156
C 0.489 -0.312 -0.692
C -1.489 0.239 0.452
C 0.011 0.380 0.568
H 1.966 -0.851 -2.078
H 2.243 0.739 -1.327
H 2.563 -0.728 -0.399
H -2.409 -0.817 -1.089
H -1.929 1.197 0.092
H -1.927 -0.013 1.429
N -0.461 -0.960 -1.264
N -1.612 -0.858 -0.511
F 0.426 1.676 0.629
F 0.518 -0.222 1.678
```

Summary:
2S+1: 1
E_HOMO: -9.115 eV
E: -465.23791 Eh
M: 120.1 g/mol

***

Density functional theory data (ωB97M-V/def2-TZVPD) for a molecular structure, C5H9NO3S.

Structure (XYZ):
```
19
Properties=species:S:1:pos:R:3
C -2.668 0.306 -0.370
C -1.605 -0.841 -0.531
C -0.331 -0.603 0.397
C 1.504 0.818 1.100
C 2.695 0.976 0.213
H -3.882 -1.242 0.177
H -2.028 -1.770 -0.209
H -1.272 -0.874 -1.596
H -0.053 1.298 -0.523
H 1.365 1.765 1.596
H 1.517 0.171 1.957
H 3.662 1.180 0.695
H 2.550 1.698 -0.616
H 3.585 -1.574 0.204
N 0.264 0.685 0.303
O -3.885 -0.264 -0.034
O -2.466 1.518 -0.410
O 0.036 -1.472 1.215
S 2.853 -0.477 -0.927
```

Summary:
2S+1: 1
E_HOMO: -9.205 eV
E: -874.53529 Eh
M: 163.2 g/mol

***

Density functional theory data (ωB97M-V/def2-TZVPD) for a single C13H16ClN3O molecule.

Structure (XYZ):
```
34
Properties=species:S:1:pos:R:3
C 4.212 -0.777 -0.931
C 2.964 0.093 -1.028
Cl 2.267 -0.125 -2.671
C 1.947 -0.325 0.018
C 0.649 0.436 0.034
C 0.687 1.824 0.349
O 1.901 2.433 0.632
C -0.451 2.568 0.474
C -1.715 1.987 0.272
N -2.826 2.766 0.394
C -3.951 2.145 0.187
C -4.034 0.786 -0.151
N -2.984 0.027 -0.288
C -1.783 0.624 -0.062
C -0.590 -0.151 -0.182
C -0.759 -1.603 -0.556
C -1.353 -2.459 0.565
N -0.930 -2.013 1.898
H 3.969 -1.787 -1.241
H 5.032 -0.372 -1.511
H 4.529 -0.832 0.109
H 3.258 1.123 -0.923
H 2.427 -0.192 0.987
H 1.799 -1.389 -0.102
H 2.240 2.844 -0.166
H -0.394 3.611 0.731
H -4.865 2.716 0.265
H -5.005 0.339 -0.309
H 0.157 -2.022 -0.943
H -1.468 -1.621 -1.381
H -1.119 -3.510 0.374
H -2.429 -2.365 0.524
H 0.052 -2.212 2.050
H -1.433 -2.567 2.579
```

Summary:
2S+1: 1
E_HOMO: -8.651 eV
E: -1204.68515 Eh
M: 265.7 g/mol

***

Density functional theory data (ωB97M-V/def2-TZVPD) for 9 unconnected molecules or ions with the total composition C68H71BrF9N3O8S2.

Structure (XYZ):
```
162
Properties=species:S:1:pos:R:3
C -5.468 -1.719 -0.921
C -5.887 -0.260 -0.829
O -7.062 0.031 -0.800
N -4.920 0.748 -0.721
C -3.991 0.834 -1.869
C -3.163 2.137 -1.716
C -1.634 1.890 -1.727
C -0.916 3.062 -1.018
C 0.583 2.725 -0.955
O 0.873 1.599 -0.131
C 1.114 1.926 1.232
N 2.513 1.641 1.523
C 3.179 1.245 0.576
O 3.814 0.860 -0.304
C 0.143 1.029 2.114
N -1.080 0.826 1.316
C -2.128 1.102 1.905
S -3.509 1.629 2.438
O -0.238 1.635 3.311
C 0.842 2.107 4.105
Br 0.877 4.078 3.919
C 0.585 1.647 5.574
C -0.080 2.671 6.482
O 0.899 3.519 7.099
C 0.308 4.369 7.996
C -0.600 5.475 7.477
O 0.494 4.236 9.165
S 0.825 -0.684 2.337
O 2.023 -0.716 3.162
O 1.108 -1.189 1.002
C -0.421 -1.769 3.198
F 0.168 -2.515 4.095
F -1.247 -0.952 3.879
C -1.324 -2.618 2.267
F -1.959 -1.862 1.384
F -2.275 -3.116 3.060
C -0.632 -3.827 1.553
F -1.146 -4.954 2.047
F 0.670 -3.884 1.781
C -0.937 -3.891 0.026
F -2.217 -4.096 -0.171
F -0.492 -2.851 -0.622
F -0.306 -4.953 -0.471
H -6.379 -2.305 -1.021
H -4.799 -1.879 -1.769
H -4.996 -2.017 0.019
H -5.393 1.629 -0.573
H -4.598 0.910 -2.780
H -3.340 -0.041 -1.926
H -3.437 2.597 -0.762
H -3.377 2.845 -2.521
H -1.383 0.935 -1.265
H -1.262 1.880 -2.759
H -1.081 4.006 -1.543
H -1.286 3.136 0.012
H 1.224 3.589 -0.728
H 0.877 2.418 -1.967
H 0.863 2.981 1.355
H 1.810 1.709 3.805
H 1.538 1.327 5.999
H -0.089 0.790 5.512
H -0.886 3.231 5.997
H -0.557 2.112 7.302
H -0.006 6.395 7.467
H -0.897 5.280 6.444
H -1.459 5.641 8.121
C 4.013 4.204 -2.005
C 5.029 3.913 -1.105
C 5.758 4.941 -0.522
C 5.462 6.263 -0.832
C 4.442 6.554 -1.728
C 3.719 5.525 -2.318
H 3.450 3.400 -2.463
H 5.253 2.883 -0.860
H 6.555 4.714 0.174
H 6.027 7.065 -0.374
H 4.210 7.584 -1.968
H 2.928 5.753 -3.021
C 4.287 -5.380 -1.546
C 3.082 -5.032 -0.949
C 2.848 -3.716 -0.574
C 3.814 -2.746 -0.803
C 5.017 -3.094 -1.404
C 5.255 -4.411 -1.772
H 4.472 -6.408 -1.835
H 2.326 -5.788 -0.774
H 1.918 -3.443 -0.105
H 3.628 -1.720 -0.514
H 5.769 -2.336 -1.584
H 6.195 -4.683 -2.235
C 1.066 -8.075 -4.640
C 1.126 -7.174 -3.585
C -0.027 -6.533 -3.152
C -1.242 -6.799 -3.771
C -1.302 -7.703 -4.823
C -0.148 -8.338 -5.261
H 1.966 -8.573 -4.978
H 2.072 -6.970 -3.100
H 0.018 -5.826 -2.337
H -2.142 -6.302 -3.431
H -2.250 -7.911 -5.304
H -0.194 -9.039 -6.085
C -4.576 -8.716 -3.324
C -4.516 -7.815 -2.270
C -5.668 -7.172 -1.838
C -6.884 -7.437 -2.456
C -6.945 -8.340 -3.508
C -5.791 -8.977 -3.945
H -3.677 -9.214 -3.662
H -3.569 -7.613 -1.784
H -5.620 -6.465 -1.019
H -7.783 -6.939 -2.117
H -7.892 -8.548 -3.988
H -5.838 -9.678 -4.769
C -4.431 1.442 -7.884
C -4.941 2.194 -6.833
C -4.322 2.158 -5.590
C -3.189 1.379 -5.402
C -2.677 0.631 -6.453
C -3.300 0.659 -7.692
H -4.916 1.465 -8.851
H -5.821 2.805 -6.982
H -4.725 2.738 -4.768
H -2.703 1.351 -4.434
H -1.792 0.024 -6.305
H -2.903 0.071 -8.509
C -2.101 -4.817 -7.371
C -2.627 -3.577 -7.032
C -3.504 -2.933 -7.895
C -3.862 -3.534 -9.095
C -3.340 -4.776 -9.432
C -2.456 -5.415 -8.573
H -1.415 -5.317 -6.699
H -2.352 -3.111 -6.094
H -3.908 -1.966 -7.632
H -4.550 -3.035 -9.766
H -3.621 -5.245 -10.367
H -2.045 -6.381 -8.838
C 10.500 6.664 2.098
C 10.002 7.890 2.516
C 9.159 8.618 1.686
C 8.808 8.114 0.441
C 9.304 6.886 0.023
C 10.153 6.162 0.850
H 11.159 6.098 2.744
H 10.271 8.280 3.490
H 8.776 9.577 2.010
H 8.148 8.680 -0.205
H 9.029 6.492 -0.947
H 10.543 5.207 0.523
C 0.157 5.345 14.992
C 1.215 4.727 14.339
C 1.184 4.570 12.959
C 0.099 5.038 12.229
C -0.957 5.659 12.884
C -0.931 5.809 14.265
H 0.179 5.464 16.068
H 2.064 4.367 14.906
H 2.006 4.084 12.451
H 0.079 4.919 11.155
H -1.804 6.026 12.317
H -1.758 6.288 14.774
```

Summary:
2S+1: 1
E_HOMO: -9.066 eV
E: -7669.03844 Eh
M: 1373.3 g/mol

***

Density functional theory data (ωB97M-V/def2-TZVPD) for 12 unconnected molecules or ions with the total composition C48H132N12O12.

Structure (XYZ):
```
204
Properties=species:S:1:pos:R:3
C 0.994 -3.900 -5.015
C 0.425 -4.020 -3.610
C 1.536 -3.627 -2.593
O 2.722 -4.352 -2.845
C 3.760 -3.935 -1.971
N -0.727 -3.147 -3.434
H 1.940 -4.412 -5.156
H 1.102 -2.851 -5.310
H 0.241 -4.245 -5.731
H 0.117 -5.047 -3.403
H 1.206 -3.974 -1.605
H 1.685 -2.548 -2.700
H 4.613 -4.558 -2.239
H 3.483 -4.148 -0.935
H 4.041 -2.888 -2.109
H -0.907 -2.884 -2.457
H -0.562 -2.197 -3.761
C -1.457 1.736 -4.051
C -1.180 0.241 -4.024
C -2.234 -0.524 -4.827
O -3.545 -0.101 -4.433
C -4.540 -0.649 -5.268
N 0.160 0.003 -4.617
H -0.734 2.304 -3.466
H -2.431 1.996 -3.620
H -1.500 2.093 -5.083
H -1.129 -0.179 -3.019
H -2.177 -1.545 -4.447
H -2.070 -0.484 -5.906
H -4.553 -0.142 -6.234
H -5.496 -0.557 -4.752
H -4.410 -1.729 -5.405
H 0.806 0.686 -4.206
H 0.082 0.352 -5.574
C 0.431 2.090 3.935
C 1.604 2.802 4.564
C 2.273 3.911 3.734
O 2.825 3.412 2.538
C 3.629 4.347 1.836
N 1.194 3.520 5.809
H -0.564 2.402 4.250
H 0.482 1.010 4.102
H 0.465 2.142 2.843
H 2.349 2.069 4.887
H 3.096 4.262 4.367
H 1.528 4.695 3.565
H 4.365 3.780 1.268
H 4.120 5.038 2.524
H 3.030 4.899 1.105
H 1.978 4.043 6.183
H 0.994 2.802 6.500
C 3.664 -3.169 2.039
C 4.952 -3.771 1.467
C 6.202 -3.322 2.201
O 7.340 -4.004 1.726
C 8.451 -3.752 2.556
N 4.761 -5.234 1.463
H 2.817 -3.472 1.428
H 3.741 -2.084 2.125
H 3.515 -3.583 3.040
H 5.044 -3.521 0.409
H 6.059 -3.414 3.288
H 6.345 -2.241 2.051
H 8.726 -2.695 2.553
H 9.319 -4.287 2.169
H 8.300 -4.161 3.558
H 5.635 -5.640 1.127
H 4.732 -5.574 2.425
C 1.812 4.407 -2.620
C 2.632 3.455 -3.502
C 4.121 3.646 -3.194
O 4.980 3.416 -4.304
C 5.427 2.088 -4.466
N 2.114 2.095 -3.379
H 1.732 4.076 -1.581
H 0.786 4.479 -2.989
H 2.233 5.411 -2.650
H 2.452 3.789 -4.527
H 4.344 3.160 -2.231
H 4.329 4.684 -2.913
H 4.606 1.371 -4.452
H 6.139 1.802 -3.680
H 5.950 2.007 -5.418
H 2.225 1.768 -2.417
H 2.698 1.458 -3.907
C -2.178 5.211 -2.666
C -3.666 5.272 -2.353
C -4.205 4.113 -1.525
O -3.829 2.922 -2.166
C -4.251 1.744 -1.478
N -4.044 6.581 -1.848
H -1.938 4.487 -3.441
H -1.580 5.000 -1.774
H -1.910 6.207 -3.021
H -4.202 5.155 -3.305
H -5.300 4.139 -1.437
H -3.770 4.192 -0.513
H -3.732 1.702 -0.518
H -3.980 0.903 -2.116
H -5.342 1.820 -1.421
H -5.049 6.673 -1.749
H -3.625 6.750 -0.927
C 0.609 -1.658 0.268
C -0.794 -1.084 0.133
C -0.883 0.351 -0.340
O -0.081 1.221 0.449
C -0.452 2.594 0.337
N -1.544 -1.943 -0.812
H 0.633 -2.638 0.732
H 1.116 -0.983 0.970
H 1.158 -1.643 -0.669
H -1.349 -1.127 1.079
H -1.908 0.727 -0.382
H -0.430 0.421 -1.339
H -0.303 2.895 -0.706
H 0.272 3.136 0.941
H -1.495 2.722 0.629
H -1.933 -2.721 -0.283
H -2.425 -1.502 -1.079
C -0.254 6.150 0.805
C -1.568 5.494 1.183
C -1.717 4.884 2.562
O -1.890 5.782 3.622
C -2.463 5.163 4.737
N -2.650 6.471 0.913
H -0.242 6.324 -0.269
H 0.585 5.505 1.081
H -0.095 7.070 1.371
H -1.760 4.717 0.435
H -0.986 4.086 2.775
H -2.559 4.172 2.481
H -2.564 5.857 5.572
H -1.860 4.331 5.116
H -3.487 4.831 4.530
H -3.526 6.163 1.334
H -2.437 7.275 1.508
C -5.003 -1.487 1.895
C -5.548 -0.869 0.616
C -5.661 -1.858 -0.547
O -4.391 -2.099 -1.106
C -4.395 -2.894 -2.291
N -6.879 -0.313 0.864
H -5.587 -2.380 2.126
H -5.055 -0.714 2.659
H -3.959 -1.776 1.774
H -4.946 -0.023 0.274
H -6.364 -1.516 -1.313
H -6.034 -2.792 -0.094
H -4.877 -2.363 -3.113
H -4.968 -3.800 -2.072
H -3.358 -3.109 -2.539
H -7.560 -1.039 1.086
H -7.285 0.068 0.013
C 0.387 -2.640 3.546
C -0.625 -2.764 4.657
C -2.057 -2.435 4.192
O -2.339 -1.074 3.888
C -2.262 -0.231 5.008
N -0.583 -4.116 5.271
H 0.405 -1.639 3.116
H 0.066 -3.320 2.750
H 1.364 -2.939 3.918
H -0.432 -2.082 5.492
H -2.811 -2.797 4.900
H -2.218 -2.967 3.248
H -2.522 0.770 4.653
H -1.277 -0.156 5.469
H -3.033 -0.401 5.770
H -1.208 -4.108 6.073
H -1.049 -4.728 4.600
C 3.804 -0.073 -1.465
C 3.750 0.538 -0.074
C 5.104 1.046 0.364
O 6.023 -0.025 0.268
C 7.350 0.281 0.614
N 2.793 1.665 -0.178
H 4.538 -0.886 -1.453
H 4.200 0.656 -2.177
H 2.883 -0.507 -1.855
H 3.391 -0.214 0.638
H 5.028 1.328 1.421
H 5.391 1.899 -0.261
H 7.466 0.672 1.627
H 7.770 1.005 -0.092
H 7.948 -0.621 0.497
H 1.856 1.267 -0.081
H 2.783 2.262 0.648
C -1.737 -6.227 1.993
C -1.840 -5.840 0.514
C -3.229 -5.281 0.299
O -4.201 -6.302 0.492
C -5.525 -5.887 0.364
N -0.781 -4.902 0.216
H -1.930 -5.357 2.621
H -0.714 -6.533 2.232
H -2.397 -7.054 2.246
H -1.771 -6.746 -0.101
H -3.435 -4.922 -0.718
H -3.469 -4.432 0.956
H -5.789 -5.152 1.133
H -6.166 -6.757 0.500
H -5.766 -5.485 -0.627
H 0.133 -5.304 0.388
H -0.751 -4.620 -0.760
```

Summary:
2S+1: 1
E_HOMO: -8.426 eV
E: -3467.73562 Eh
M: 1069.7 g/mol

***

Density functional theory data (ωB97M-V/def2-TZVPD) for 2 unconnected molecules or ions with the total composition C2H3NO2.

Structure (XYZ):
```
8
Properties=species:S:1:pos:R:3
C 0.906 0.768 -0.198
C 0.958 -0.390 0.625
N 0.834 1.850 -0.554
O -1.890 -0.008 -0.412
O 0.850 -1.559 0.262
H 1.122 0.015 1.611
H -1.427 0.032 -1.276
H -1.353 -0.709 -0.058
```

Summary:
2S+1: 1
E_HOMO: -11.742 eV
E: -283.18437 Eh
M: 73.1 g/mol

***

Density functional theory data (ωB97M-V/def2-TZVPD) for a molecular structure, C16H15MgN6O3S.

Structure (XYZ):
```
42
Properties=species:S:1:pos:R:3
Mg -0.307 -0.062 -0.625
C -2.916 3.544 -1.194
C -2.079 2.409 -0.672
N -1.434 1.687 -1.563
N -1.492 2.055 -2.869
C -0.613 1.421 -3.635
N -0.910 1.470 -4.911
S 0.720 0.485 -2.965
C -2.045 2.068 0.682
C -2.734 2.800 1.628
C -2.652 2.396 2.965
C -2.289 1.072 3.182
C -1.806 0.337 2.128
N -1.585 0.862 0.912
H -3.841 3.505 -0.568
H -3.112 3.554 -2.285
H -2.366 4.464 -0.991
H -1.618 2.189 -5.156
H -0.249 1.013 -5.588
H -3.195 3.767 1.412
H -2.862 3.085 3.772
H -2.366 0.629 4.182
H -1.430 -0.681 2.271
N 1.538 0.037 0.266
C 2.147 -0.891 0.651
C 2.946 -1.993 1.012
C 3.368 -2.901 -0.044
C 3.725 -4.179 0.289
C 3.734 -4.625 1.669
C 3.483 -3.690 2.669
C 3.130 -2.372 2.309
H 3.419 -2.514 -1.037
H 4.105 -4.886 -0.485
H 3.977 -5.686 1.837
H 3.561 -3.839 3.795
H 2.944 -1.571 3.036
O -1.369 -1.702 0.302
C -0.727 -2.560 -0.451
O 0.123 -2.253 -1.359
H -0.874 -3.674 -0.275
O 2.052 2.786 -1.602
N 1.899 2.446 -2.689
```

Summary:
2S+1: 1
E_HOMO (alpha / beta): -11.071 / -11.069 eV
Total charge: +1
E: -1771.02020 Eh
M: 395.7 g/mol